Record 1
13 unconnected molecules or ions with the total composition C30H60Cl24OPS at a distorted geometry. Source: OMol25; level of theory: ωB97M-V/def2-TZVPD.

XYZ file:
```
117
C30H60Cl24OPS (ωB97M-V/def2-TZVPD)
Cl 7.32240 1.34741 1.49832
H 4.62572 1.33112 -1.91453
H -2.27719 -1.67554 0.92247
H -4.21378 2.27028 7.32831
H -3.23161 7.62009 -1.21590
C 2.04269 3.23288 -5.82949
C 11.18216 2.88193 3.54274
C -4.63963 2.19781 6.32399
C -4.11293 -3.88018 -5.12982
C -3.42065 6.73679 9.43533
H -2.34284 6.79803 9.60184
C -4.30930 7.56253 -1.38479
C -4.38503 -3.94877 0.85098
C -1.13052 -8.69685 1.29574
H -4.54622 8.15012 -2.27460
H 3.43507 1.64783 -6.34004
H -1.99475 -5.27773 -3.10568
H -4.35253 -2.71288 2.97273
C 3.54265 -3.69546 1.04397
H 10.94245 3.46438 2.65022
H -4.43288 -4.91234 -5.29082
H 3.94666 -0.22840 -2.39834
H -3.66080 7.31913 8.54283
Cl 11.27060 0.39120 4.68592
H 4.17113 -3.09669 1.70665
H -0.66367 0.43375 -7.34708
H -1.74280 -9.50449 1.70501
Cl -1.50129 2.47601 -0.32723
H -2.92420 4.48869 1.21741
H 0.63710 -5.85564 -2.95810
Cl -4.22824 5.06625 -0.25316
H 5.22830 -4.25610 -0.16547
Cl 4.08185 2.40340 -4.19865
P -2.03396 -2.20959 -1.49907
C -1.45461 -5.43266 -2.09706
H -3.06817 -0.31282 -0.05142
Cl -3.33151 4.24601 10.57874
C -2.14424 -1.00051 -0.02397
C 10.72743 1.44689 3.35790
H -2.68856 1.41907 1.41899
H -3.37158 -1.00174 -2.80320
H -1.17804 -0.39927 0.15524
H 6.46609 -0.12008 4.78614
C -3.87570 5.30155 9.25085
H 5.48332 1.37828 2.97805
C -0.34696 0.14296 -8.35141
Cl 1.43267 0.17805 -8.40144
C 6.84122 -0.12592 3.76032
C -2.82459 2.34739 0.85931
H 3.36889 -4.66255 1.52145
H 2.24690 1.66417 -2.36460
Cl -0.68928 2.76238 -9.08377
S -2.08641 -4.26589 -0.77371
Cl 1.30374 -0.13250 -1.19276
Cl -5.12674 8.35034 -0.01301
H -3.75354 2.26778 0.28837
Cl -4.49854 0.99148 3.86720
C -4.56247 -3.34243 2.01865
H -2.78089 1.77738 5.28424
C -3.88117 -4.77954 -0.45892
Cl 3.35125 -4.98943 -1.36331
C 4.22150 -3.85341 -0.30355
Cl 10.36382 3.67456 4.91180
H -1.57424 -6.52317 -1.69534
Cl -4.39893 -1.25871 -5.87990
Cl -1.49677 3.62206 2.88944
H -4.43100 -3.57741 -4.12948
H -5.85584 6.06051 -1.64592
H 9.63924 1.37479 3.29129
H -3.84101 -5.89657 -0.17050
H 4.12120 3.27791 -6.37352
H -3.78613 3.49285 2.40214
Cl -0.18354 -6.15138 1.64279
H -0.09060 -9.03068 1.28542
C 2.53572 1.12727 -1.45790
H -0.57365 0.80962 -10.40558
Cl -2.33181 -3.87965 -5.16744
H -5.79300 -3.11057 -6.22726
H -4.57044 -4.55547 -1.34993
H -5.65024 1.79259 6.41185
Cl 6.03405 -1.47547 2.92315
H -2.04961 0.88604 -9.43230
C -4.76781 6.12954 -1.57764
C 3.92613 0.54421 -1.62638
C -2.88928 3.55002 1.78073
H 7.91239 -0.33840 3.79103
H -3.60397 0.35460 5.93863
C 6.55582 1.21006 3.10033
Cl 0.82192 2.12013 -5.16255
H -0.64791 -0.89422 -8.51610
H 4.30627 -2.89914 -0.82762
H 1.73169 3.46748 -6.85101
H 6.95932 2.02012 3.71383
H 2.01512 4.15555 -5.24537
H -2.32535 -7.05359 2.05763
C -1.30732 -7.44362 2.12981
Cl -4.23756 7.52993 10.80447
H -4.34280 5.72515 -2.50004
H -4.31203 -3.22140 -7.18935
H -3.45137 4.89361 8.32965
O -3.45951 -1.92778 -2.43111
C -0.96668 1.03357 -9.41133
H 2.49095 1.82669 -0.61984
H 11.15217 1.03899 2.43699
H -4.96369 5.22945 9.18491
H 12.25983 2.94338 3.70992
H 0.61439 -5.12142 -1.18899
C 0.14719 -5.09841 -2.24579
H -1.10136 -7.66374 3.17965
Cl 4.54513 -0.16751 -0.11476
H 0.23229 -4.00792 -2.61527
C 3.42981 2.62002 -5.84221
Cl -4.76343 3.86017 5.69614
Cl 1.97611 -2.85477 0.91924
C -4.70768 -2.98396 -6.19931
Cl -1.65250 -8.45993 -0.39255
C -3.75897 1.32133 5.45426
```

As for the LUMO energy: -2.7542 eV. The calculation puts the energy at -354785.5465 eV. Its net charge is +1. Its multiplicity is 1. The orbital gap comes out at 9.011 eV.

Record 2
6 unconnected molecules or ions with the total composition C30H60F3NO19P at a distorted geometry. Source: OMol25; level of theory: ωB97M-V/def2-TZVPD.

XYZ file:
```
114
C30H60F3NO19P (ωB97M-V/def2-TZVPD)
H -3.12154 5.96677 -4.54694
H 5.72393 1.19274 -1.40316
O -5.91649 3.74160 -2.36798
H 3.93326 -0.97021 7.99226
H 0.38923 1.34654 -9.26161
C -0.31759 0.60570 -9.62918
O 5.19544 -4.15731 -1.34104
H -0.96825 1.17586 3.59587
C -1.05159 -0.54628 0.05548
C -6.28212 3.04435 -1.17233
H -1.69382 3.06897 2.39008
C -9.53556 0.08361 5.42739
H 3.99611 -2.75923 -0.34200
C 2.10762 0.98759 4.80031
H -8.09680 2.22700 4.96911
H -3.08009 6.29055 -2.79843
H -10.13958 -2.46176 5.26679
H -1.60275 -2.58449 0.40035
O 1.71022 -1.27908 -11.72915
C -1.99663 2.11014 1.97042
H 0.53438 2.68940 2.92254
C -0.67914 -2.00991 0.30567
H -0.53659 -0.11596 -8.84526
F 2.77909 -1.44024 0.94581
O 3.60930 1.56013 -4.44187
O 5.96653 -4.23908 0.78272
H 3.16885 -0.21612 -6.34381
C -10.87702 -1.73889 4.92387
H 6.96562 -7.69910 -0.00981
H -1.29051 -0.46373 -1.00734
H -1.23375 1.09569 -9.94406
H -0.13631 -2.11891 1.24157
H 3.10575 -2.42585 -12.63422
C 4.99694 1.43729 -2.17018
H -5.59090 2.22760 -0.97371
O 0.99052 -0.08650 2.62165
H -1.71032 0.04768 2.49327
H -6.30398 3.72380 -0.32245
H 3.94604 0.87509 3.30285
H -8.41032 2.84433 6.60711
O 3.10418 1.21487 6.93326
O -4.00083 0.71621 1.89849
C -4.70353 4.29255 -2.31680
C 1.33622 -0.71198 -10.58125
P 2.61051 0.38386 3.04193
C -4.49661 -0.06934 2.96391
O -4.46680 4.89795 -3.48193
H -11.87608 -2.09207 5.16134
O -8.63832 -0.34954 4.75533
H -0.20320 1.40014 -0.13630
C 3.36035 -1.46648 7.20069
H -0.36792 -2.44591 -1.80002
H 2.20246 2.07101 4.80435
C 2.92591 -2.02598 -11.64079
H -1.91041 2.21434 0.89129
C 0.11575 -2.62592 -0.84179
H 5.17919 -1.66125 4.95939
H 5.10939 0.09139 4.87581
O -3.95094 4.24760 -1.38213
H -7.27790 2.64594 -1.34326
H -7.45602 1.36029 6.38632
H -3.63668 2.15827 3.37101
C -1.15216 0.97880 2.53795
H 2.87706 -0.93229 3.51073
H 7.66841 -6.23213 0.71099
H 4.64262 -0.60447 -7.25092
H 4.20795 1.09299 -6.95612
F 4.70197 -0.67732 1.55750
N 3.50649 -0.80560 5.91338
H 2.82461 -2.84200 -10.92817
H 0.83388 2.80852 1.16862
C -8.28643 1.95009 6.00407
H 6.07984 -6.81875 1.25740
C 0.96520 2.18129 2.04937
O 1.92523 -0.78499 -9.53579
H 2.31971 -1.47772 7.50854
H -10.78213 -1.59726 3.84918
H -3.76428 -0.11819 3.76989
O 5.35125 0.65289 -3.32429
O -9.51521 1.22403 6.11550
H 5.57614 -0.68680 6.37684
H 3.75243 -1.38138 -11.34840
C 4.74815 -2.80743 -1.11973
O -10.72304 -0.49562 5.61231
C 4.90893 -0.76296 5.51079
H -4.65382 -1.07328 2.58167
O 4.98284 0.01709 -5.35378
H 0.16700 -3.70701 -0.70258
H -1.97554 -0.31909 0.58170
C -3.47113 1.96643 2.30920
H 4.31418 -2.47490 -2.05875
F 3.44982 0.53264 0.27932
C 0.04559 0.47684 0.38394
H -5.44256 0.32346 3.34079
C 5.77078 -4.73211 -0.29459
O 2.30400 1.94536 2.35544
C 0.22525 0.81621 1.88099
H 5.04967 2.49902 -2.40551
C 6.74440 -6.71753 0.40113
O 6.11319 -5.98315 -0.64478
H 1.13522 -2.27461 -0.86082
C 4.55528 0.81898 -4.37064
O 0.19904 -0.05222 -10.79152
H 3.73186 -2.48405 7.11399
C 2.93801 0.51876 5.95447
H -4.01543 2.74410 1.76716
H 1.05687 0.77999 5.00342
H 5.58762 -2.16396 -0.86475
C -3.18006 5.51908 -3.55923
C 4.19492 0.08613 -6.54230
H 4.00574 1.17803 -1.82259
H 0.97669 0.13403 -0.04707
C 3.40720 -0.29506 1.36814
H -2.38919 4.78133 -3.44156
```

As for the LUMO energy: 1.8734 eV. The calculation puts the energy at -89917.7323 eV. Its net charge is -1. Its multiplicity is 1. The orbital gap comes out at 6.927 eV.

Record 3
10 unconnected molecules or ions with the total composition C30H60O30 at a distorted geometry. Source: OMol25; level of theory: ωB97M-V/def2-TZVPD.

XYZ file:
```
120
C30H60O30 (ωB97M-V/def2-TZVPD)
H 7.62400 7.07400 10.07600
C 9.90900 6.13200 11.42400
H 6.04900 0.27600 16.07100
O 14.93400 3.86500 8.08600
H 14.44000 3.04400 11.68400
O 4.82200 5.84600 7.91200
O 4.11900 6.17700 15.42100
C 9.60900 3.22000 13.05300
C 8.32900 13.23400 12.39400
C 6.78100 0.01500 15.25000
H 10.29800 5.37200 8.66200
O 6.87700 2.47400 13.98900
H 12.95300 7.40000 9.68400
C 4.13000 7.50300 17.79400
H 8.23100 14.22000 12.59500
O 5.65200 11.47700 14.09100
H 3.30300 14.33700 15.18000
O 15.66900 4.68800 10.07400
O 6.06600 6.97600 14.80800
O 9.74000 3.61600 4.47200
O 5.15600 7.57800 16.76300
H 3.36900 4.58300 8.86400
C 11.59100 0.36700 7.90700
H 2.91600 6.18700 8.32000
H 7.76400 5.39800 4.78000
O 4.35900 13.34900 13.91700
C 10.02400 11.75300 11.82400
O 9.54000 5.15100 10.59500
C 6.40200 10.47600 14.63100
O 10.34100 11.48800 15.58500
H 4.53100 8.13200 18.79900
H 12.07300 2.21400 5.56500
C 5.39200 12.72100 14.51900
H 7.37300 5.46900 6.74100
H 10.74300 10.15800 16.85700
O 11.56800 13.08300 14.55700
C 9.25700 7.43500 13.34800
H 6.41300 9.79700 13.76700
H 9.97300 7.34300 14.13400
H 13.89600 1.32200 11.81900
H 7.10700 4.08000 5.88300
O 13.07600 2.54600 10.22900
C 12.17300 3.16900 5.61500
O 9.05200 4.70700 6.40500
H 6.39500 6.68100 12.64700
O 5.03000 6.81200 9.93300
H 8.53200 7.69200 8.85100
H 7.49800 12.83300 11.70500
H 12.92000 9.89000 11.55600
C 11.78000 10.23700 11.57300
O 12.42300 10.99200 14.84700
H 3.15300 4.92200 7.25300
H 11.49400 4.53100 9.85600
H 9.49000 8.24800 12.85600
H 8.22700 7.51600 14.01500
O 9.61500 12.98700 11.79800
H 4.82500 7.09900 13.21100
H 5.48100 5.52900 13.45300
H 12.34000 3.37900 4.46700
C 3.91000 14.53900 14.33600
H 14.61400 7.46700 9.87000
O 7.95300 0.75500 15.07100
C 5.02500 6.83400 15.67700
H 11.59300 0.41300 6.80600
H 13.62900 13.54100 15.30400
O 11.27900 11.51500 11.33900
H 16.27200 3.17200 6.71600
H 13.07900 3.56700 5.96400
H 13.46800 6.46200 11.00300
C 7.60500 7.62500 9.28400
H 16.09600 2.08400 8.17300
C 9.92600 4.02100 5.63000
H 4.20200 6.35900 18.30400
O 9.02200 6.37500 12.52400
O 9.26200 10.88500 12.24900
O 11.86500 0.66200 10.46100
H 4.74700 15.34400 14.49700
C 5.55600 6.49400 8.85600
C 11.48300 11.79400 15.05000
O 12.21000 1.56400 8.44800
H 7.19100 8.61000 9.50100
C 12.95000 13.63700 14.43600
C 10.15500 10.16300 16.08100
O 6.77900 6.87000 8.51900
H 12.74000 2.95100 12.06500
C 14.81600 4.74000 9.18700
H 13.05800 14.68600 14.08300
H 3.16400 7.86300 17.21100
O 13.83300 5.63400 9.05300
H 6.79000 -0.95600 15.43900
H 10.58300 0.41400 8.18800
H 16.82700 3.37400 8.34200
C 13.73800 6.76300 9.94600
C 7.73600 4.97200 5.94200
C 10.48200 4.79600 9.45100
H 12.12400 -0.68500 8.36400
H 6.01000 0.15900 14.51300
C 12.34200 1.64000 9.80600
H 10.71400 9.44900 15.62800
H 9.12000 9.92300 16.35300
C 5.72500 6.60600 13.44400
O 5.98300 13.14700 15.44800
H 7.60000 10.75500 14.85800
H 11.19800 9.50000 10.85900
H 8.11500 12.87400 13.42600
O 10.87200 6.89100 11.23000
H 13.30300 13.18000 13.58000
O 11.12600 3.81800 6.24400
H 9.95700 4.25700 13.64800
C 3.44100 5.34200 8.14300
C 13.57400 2.44700 11.52800
H 10.35800 3.00500 12.34400
H 3.06100 14.80400 13.78200
C 16.07600 3.03600 7.79800
H 10.40300 3.75200 8.98500
C 7.93200 1.99600 14.30600
H 5.99300 9.96700 15.42900
O 9.19900 2.18800 13.94500
H 11.64000 9.78600 12.66100
H 8.87300 3.49100 12.24600
```

As for the LUMO energy: 0.4990 eV. The calculation puts the energy above the lowest of the compared OMol25 structures with the same formula, charge and spin at 358.5 kcal/mol. The SMILES is COC(=O)OC.COC(=O)OC.COC(=O)OC.COC(=O)OC.COC(=O)OC.COC(=O)OC.COC(=O)OC.COC(=O)OC.COC(=O)OC.COC(=O)OC. The calculation puts the energy at -93492.3037 eV. Its multiplicity is 1. The orbital gap comes out at 10.790 eV.

Record 4
3 unconnected molecules or ions with the total composition C30H61N2O2S. Source: OMol25; level of theory: ωB97M-V/def2-TZVPD.

XYZ file:
```
96
C30H61N2O2S (ωB97M-V/def2-TZVPD)
H -0.39386 -1.16566 -2.11822
H 2.05902 -4.37040 0.65162
C 0.28537 0.18127 -3.64300
H 1.94555 1.36876 4.02870
C 0.25271 1.19733 -2.49620
C 3.06006 3.12685 5.86393
H 1.20689 3.78231 4.89104
H 2.39743 -0.11467 -3.84301
H -2.35429 1.04107 1.32182
C 0.63949 -6.58665 0.43945
O -2.91166 2.95429 0.75775
C -3.44653 1.14772 -0.54308
H 0.00318 -2.01616 -3.64967
H 1.70447 -3.71038 -0.91533
H 1.33040 -6.46056 1.27679
H -0.45075 -4.12722 1.23891
C 1.18501 1.94070 -0.35440
H -2.69527 1.62228 -7.12059
H 0.45822 -2.64001 1.00472
H 0.24116 2.64577 -4.85389
H 2.62592 4.74632 4.50148
H 1.13256 0.55756 6.86348
C -0.70098 3.08403 -1.30691
N 2.48776 2.10397 6.72054
H 1.58202 -0.22229 -5.37354
H -2.14012 4.62133 1.57131
C -0.35688 0.40557 -6.98540
O 0.11137 3.71018 0.87845
H -3.50974 -1.11864 -1.59331
C 0.29407 -1.22513 -2.96697
H -1.20920 -0.82073 -4.81523
H 0.16253 3.10648 7.93739
C -0.73915 3.02771 1.80330
H -0.33388 3.05672 2.81281
H 0.51217 -6.71105 -2.29517
C 0.21026 2.92658 -0.26810
H -1.41682 2.37053 -3.18776
H 0.60959 0.84492 -7.20140
H -0.97783 0.53589 -7.86650
H 1.25705 -1.45878 -2.52755
H -2.99729 1.88271 -1.20363
C -0.68560 2.22718 -2.40920
H -1.34044 3.22567 -5.42606
C -1.04808 1.08700 -5.77858
H -3.01200 0.21181 -6.13423
H -1.67103 -5.92476 -2.73740
H 2.10482 1.56559 8.67535
H 0.91660 3.46386 9.48496
H -2.60434 3.47355 2.79690
C 1.27231 -4.30714 -0.10626
H -0.36862 -6.38519 0.83603
C -0.52659 2.53001 -5.60801
C 2.12342 4.20664 5.30672
H 1.89624 1.80940 0.44658
H -1.54378 -4.55098 -1.65085
H 0.49645 1.93929 5.98301
C -1.23915 -5.58882 -1.79252
H -1.82484 0.49815 -3.86740
C 2.25720 2.48676 8.10429
C 1.78456 0.65331 4.83833
N 1.02699 -5.64735 -0.59766
H -0.08402 2.84518 -6.55063
H 1.94279 0.31299 -1.46567
H 3.87891 3.60648 6.40372
H -0.26228 -0.66803 -6.84235
C 0.28757 -5.74216 -1.84316
C -2.15728 3.56193 1.80525
H -0.75213 1.97671 1.51750
C 1.59692 0.32265 -4.43683
C 1.19214 1.08710 -1.45670
C 0.70789 -8.03674 -0.01529
H -4.49732 1.04166 -0.78642
C 1.09058 3.43384 8.40800
C -3.19303 1.60592 0.90505
H 0.98165 -0.01831 4.52668
C 0.09170 -3.53795 0.49928
H 1.29845 4.45461 8.09034
H 3.54236 2.62866 5.01790
H 0.69929 -5.00864 -2.54157
H -0.05036 -8.27037 -0.76382
H -1.68624 -6.18937 -0.99958
H 1.68822 -8.26525 -0.43408
H 2.69149 0.05998 4.95797
H -3.06849 1.81308 -5.40085
H -1.69519 -0.11984 -1.84862
H 0.54003 -8.69817 0.83480
C 1.40577 1.33533 6.14594
H 1.88840 1.35595 -4.58620
C -2.54571 1.19784 -6.13205
H -1.42194 3.88274 -1.22011
H -0.61183 -3.20951 -0.26821
H 3.17918 2.91988 8.49936
S -2.59989 -0.42602 -0.88637
H 1.84833 4.94223 6.06025
H -4.06643 1.38925 1.52585
C -0.99365 0.20190 -4.51801
```

As for the LUMO energy: -3.3508 eV. The calculation puts the energy at -50000.6606 eV. Its net charge is +1. Its multiplicity is 1. The orbital gap comes out at 6.392 eV.